1.
Here is a molecular structure, C18H23N3O2RhSb from the Open Molecules 2025 dataset. Energies are from ωB97M-V with the def2-TZVPD basis set.

The geometry in XYZ format:
```
48
Properties=species:S:1:pos:R:3
Rh 0.7671 -0.5751 0.0224
O -2.1875 0.9596 2.3094
C -1.1666 0.7463 1.7320
N -1.0228 0.0045 0.5459
C -2.1115 -0.4637 -0.2134
O -3.2510 -0.4987 0.1350
C -1.6654 -0.9158 -1.5636
C -2.5659 -1.1187 -2.5857
C -2.0768 -1.5199 -3.8218
C -0.7134 -1.7304 -3.9776
C 0.1275 -1.5031 -2.9046
N -0.3488 -1.0834 -1.7247
C 0.1480 1.2866 2.1894
C 0.2268 2.1866 3.2288
C 1.4808 2.6541 3.5989
C 2.6042 2.1960 2.9242
C 2.4431 1.2981 1.8862
N 1.2278 0.8643 1.5236
H -3.6179 -0.9555 -2.3951
H -2.7523 -1.6622 -4.6548
H -0.2996 -2.0630 -4.9190
H 1.1969 -1.6415 -2.9914
H -0.6858 2.5006 3.7167
H 1.5786 3.3705 4.4036
H 3.5957 2.5332 3.1909
H 3.2923 0.9340 1.3236
C 0.5825 -2.5855 4.0327
C 1.6447 -3.1757 3.1099
Sb 1.1084 -2.9033 1.0535
C -0.7186 -4.0173 0.8991
C -0.5515 -5.3881 1.5459
C 2.4458 -4.0392 -0.2100
C 3.5027 -4.7741 0.6062
H 0.8805 -2.7493 5.0684
H -0.3895 -3.0607 3.8967
H 0.4653 -1.5105 3.8887
H 1.7344 -4.2579 3.2123
H 2.6219 -2.7214 3.2626
H -0.9165 -4.0805 -0.1714
H -1.4961 -3.4160 1.3693
H 0.2794 -5.9537 1.1204
H -1.4562 -5.9697 1.3653
H -0.4237 -5.3244 2.6261
H 2.8892 -3.3395 -0.9175
H 1.7787 -4.7107 -0.7511
H 4.1490 -4.0938 1.1600
H 4.1351 -5.3399 -0.0791
H 3.0648 -5.4856 1.3061
```

Computed properties:
Energy above the lowest of the compared OMol25 structures with the same formula, charge and spin (kcal/mol): 0.0
Total charge: +2
HOMO (hartree): -0.58180
Kohn-Sham gap (eV): 6.9

Okay, here come the Löwdin numbers, in e, for every atom: 0.854 0.192 -0.415 0.007 -0.417 0.192 -0.190 0.055 0.017 -0.006 -0.088 -0.028 -0.195 0.053 0.017 -0.006 -0.087 -0.029 0.144 0.135 0.129 0.120 0.144 0.135 0.129 0.121 -0.156 -0.371 1.543 -0.385 -0.150 -0.377 -0.161 0.093 0.074 0.062 0.066 0.063 0.059 0.061 0.074 0.094 0.072 0.047 0.065 0.078 0.092 0.074

=====

2.
Here is a single C18H23N3O3S molecule from the Open Molecules 2025 dataset. Energies are from ωB97M-V with the def2-TZVPD basis set.

The geometry in XYZ format:
```
48
Properties=species:S:1:pos:R:3
C -1.0042 3.6476 5.1640
O -1.6195 2.7895 4.2311
C -0.7568 1.8571 3.6374
C 0.2069 2.4819 2.6091
N 0.8766 1.4609 1.8398
C 2.1198 1.0378 2.1471
O 2.8323 1.5724 2.9665
C 2.6220 -0.1727 1.3408
N 1.6334 -0.8134 0.5279
C 1.6008 -0.8339 -0.8345
C 0.5165 -1.5501 -1.2846
C 0.2049 -1.9033 -2.6579
S -0.2373 -3.4626 -2.9971
N 0.3652 -0.9786 -3.6279
C 0.1827 -1.3073 -5.0262
C -1.1375 -0.7183 -5.5286
O -1.1706 0.6787 -5.3262
C -1.0153 0.9926 -3.9664
C 0.3108 0.4495 -3.4058
C -0.1747 -2.0059 -0.1116
C -1.3380 -2.7437 0.0986
C -1.7399 -2.9772 1.3944
C -1.0129 -2.4901 2.4840
C 0.1376 -1.7528 2.3054
C 0.5491 -1.5156 0.9987
H -0.3240 4.3571 4.6820
H -1.8099 4.1966 5.6472
H -0.4484 3.0774 5.9170
H -1.4103 1.1398 3.1298
H -0.1725 1.3235 4.4019
H -0.3577 3.1338 1.9370
H 0.9842 3.0597 3.1132
H 0.2988 0.8981 1.2340
H 3.0402 -0.8822 2.0642
H 3.4436 0.1730 0.7076
H 2.3894 -0.3769 -1.4027
H 0.1843 -2.3919 -5.1380
H 1.0145 -0.8719 -5.5898
H -1.2491 -0.8763 -6.6016
H -1.9742 -1.1971 -4.9988
H -1.0413 2.0813 -3.8954
H -1.8477 0.5685 -3.3820
H 0.3751 0.6746 -2.3424
H 1.1472 0.9215 -3.9330
H -1.8955 -3.1311 -0.7391
H -2.6351 -3.5515 1.5791
H -1.3609 -2.6961 3.4849
H 0.6973 -1.3726 3.1469
```

Computed properties:
Energy above the lowest of the compared OMol25 structures with the same formula, charge and spin (kcal/mol): 51.9
HOMO (hartree): -0.29545
Kohn-Sham gap (eV): 8.3

Okay, here come the Löwdin numbers, in e, for every atom: -0.107 -0.186 -0.218 -0.146 0.077 -0.483 0.067 -0.031 -0.065 0.001 -0.197 -0.693 0.724 -0.123 -0.164 -0.177 -0.129 -0.184 -0.121 -0.128 -0.033 -0.083 -0.085 -0.020 -0.185 0.085 0.089 0.092 0.125 0.127 0.131 0.118 0.134 0.143 0.141 0.142 0.061 0.134 0.129 0.130 0.129 0.133 0.111 0.135 0.082 0.101 0.102 0.112

=====

3.
Here is a molecular structure, C18H23N5O2S from the Open Molecules 2025 dataset. Energies are from ωB97M-V with the def2-TZVPD basis set.

The geometry in XYZ format:
```
49
Properties=species:S:1:pos:R:3
C 0.6926 3.0084 6.1743
H -0.3589 2.8586 6.0424
H 1.0242 1.9344 6.5736
H 1.0542 3.7703 6.7999
C 1.5514 3.0488 4.7867
C 0.9618 2.0822 3.9860
N 0.2675 2.3266 2.9158
N -0.0030 0.8572 2.3032
C 0.4580 -0.1557 2.9231
N 0.3516 -1.3696 2.4074
C -0.5632 -2.0002 1.5083
O -0.3759 -3.2503 1.4320
C -0.9080 -1.0369 0.4216
H -1.6194 -0.1835 1.0400
C -0.0346 -0.5599 -0.5258
H 0.3633 -1.1456 -1.0194
H 0.7535 0.2505 -0.1274
C -0.8263 0.5208 -1.5571
N -1.9901 -0.4440 -2.2655
C -2.3442 -0.1431 -3.4941
O -3.3194 -0.5275 -3.8703
N -1.3889 0.3023 -4.2789
C -0.0635 -0.2968 -4.4314
C 0.3457 -1.3086 -3.7438
C 1.7392 -2.1664 -3.7918
C 2.6681 -1.2220 -4.7024
C 2.4547 0.0246 -5.3756
C 0.8577 0.2853 -5.2266
H 0.6659 1.4055 -5.7262
H 2.9995 0.5643 -5.9777
H 3.6443 -1.6173 -4.6674
H 2.1568 -2.8730 -3.3096
H -0.3147 -2.0272 -3.2522
H -1.5049 0.5421 -5.2821
C -2.8397 -0.7652 -1.2506
C -2.4364 -1.8107 -0.2595
H -1.7470 -2.7687 -0.7824
H -3.1219 -1.8859 0.4128
H -3.4021 0.0390 -0.7061
H -3.8150 -1.2608 -1.7058
H -1.2906 1.4332 -1.1574
H -0.2941 0.9971 -2.1989
H 0.8250 -1.9854 3.1156
S 1.4243 0.4042 4.3417
C 2.8540 3.1207 5.0129
H 3.3002 2.2533 5.1640
H 3.2288 4.0950 5.3775
H 3.3574 3.3633 3.7175
H 0.9021 3.8896 4.3899
```

Computed properties:
Energy above the lowest of the compared OMol25 structures with the same formula, charge and spin (kcal/mol): 440.2
HOMO (hartree): -0.31549
Kohn-Sham gap (eV): 8.6

Okay, here come the Löwdin numbers, in e, for every atom: -0.019 0.070 0.097 0.054 -0.597 -0.666 0.143 0.034 -0.668 0.086 -0.332 0.046 -0.249 0.195 -0.106 -0.033 0.174 0.061 0.001 -0.738 0.189 0.151 -0.361 -0.029 0.127 -0.083 0.017 0.005 0.152 0.014 0.044 -0.014 0.106 0.163 -0.294 -0.026 0.194 0.028 0.143 0.162 0.127 0.020 0.162 1.056 -0.098 0.014 0.107 0.208 0.166

=====

4.
Here is a molecular structure, C18H23N7O3PtS3 from the Open Molecules 2025 dataset. Energies are from ωB97M-V with the def2-TZVPD basis set.

The geometry in XYZ format:
```
55
Properties=species:S:1:pos:R:3
Pt -0.7507 0.8637 0.1430
C 3.3709 1.6096 -0.5993
C 1.8754 1.6108 -0.6007
N 1.1761 1.1455 0.4372
N 1.8404 0.7044 1.5586
C 1.0815 0.1219 2.4148
N 1.6028 -0.2254 3.6390
S -0.6193 -0.2767 2.1446
C 1.0917 2.0878 -1.6693
C 1.5926 2.8369 -2.7636
C 0.7542 3.2636 -3.7486
C -0.6294 2.9604 -3.6713
C -1.0793 2.2549 -2.5919
N -0.2701 1.8046 -1.6119
H 3.7347 0.7798 0.0016
H 3.7805 2.5268 -0.1678
H 3.7564 1.5048 -1.6123
H 2.6070 -0.1827 3.7044
H 1.1609 -0.9868 4.1223
H 2.6464 3.0770 -2.7923
H 1.1393 3.8423 -4.5778
H -1.3233 3.2770 -4.4358
H -2.1302 2.0149 -2.4863
S -3.1357 0.8947 -0.1940
C -3.5374 0.5688 1.4660
N -3.5091 1.5562 2.3487
C -3.6200 1.3537 3.7917
C -4.5433 0.1766 4.0561
C -4.0582 -1.0231 3.2602
N -3.9396 -0.6362 1.8538
H -3.0796 2.4038 2.0102
H -4.0113 2.2689 4.2318
H -2.6242 1.1656 4.2006
H -5.5623 0.4294 3.7581
H -4.5469 -0.0601 5.1189
H -4.7569 -1.8549 3.3265
H -3.0839 -1.3538 3.6259
H -3.9089 -1.3467 1.1426
N -1.0150 -1.6882 -1.3195
C 0.2586 -2.0431 -1.5180
C 1.0872 -1.2115 -2.3324
C 2.4061 -1.5078 -2.4682
C 2.9513 -2.6307 -1.8026
C 2.1227 -3.4673 -1.0022
C 0.8077 -3.1776 -0.8487
S 4.6633 -3.0660 -1.9867
O 5.2237 -2.0054 -2.7913
O 5.1142 -3.1277 -0.6121
O 4.5269 -4.3545 -2.6424
H -1.6104 -2.3423 -0.8332
H -1.4888 -1.1723 -2.0472
H 0.6482 -0.3464 -2.8136
H 3.0735 -0.9027 -3.0671
H 2.5738 -4.3251 -0.5221
H 0.1657 -3.7891 -0.2265
```

Computed properties:
HOMO (spin up / spin down) (hartree): -0.21061 / -0.28195
Kohn-Sham gap (spin up / spin down) (eV): 5.4 / 4.7
2S+1: 3

Okay, here come the Löwdin numbers, in e, for every atom: 0.683 -0.022 -0.308 -0.218 0.009 -0.838 0.054 0.532 -0.266 -0.025 -0.080 -0.086 -0.183 -0.136 0.075 0.090 0.076 0.094 0.066 0.110 0.104 0.096 0.064 0.551 -0.850 0.022 -0.159 -0.154 -0.165 0.026 0.130 0.126 0.113 0.124 0.122 0.125 0.102 0.124 0.159 -0.274 0.012 -0.005 -0.172 -0.011 0.012 0.387 -0.331 -0.313 -0.305 0.116 0.110 0.113 0.122 0.130 0.120

=====

no.,F_max (eV/Å)
1,2.54
2,0.76
3,17.54
4,1.30